1.
The following is a DFT calculation (the ωB97M-V functional and the def2-TZVPD basis) of C24H13N11O4S2Zr as an isolated structure at a distorted geometry.

The HOMO energy comes out at -0.32107 Eh. The value obtained for the relative energy (zero: lowest compared OMol25 entry of this formula, charge and spin) is 100.8 kJ/mol. The LUMO energy comes out at -1.58 eV. As for the HOMO-LUMO gap: 0.2628 Eh. The molar mass comes out at 674.80 g/mol.

Structure (XYZ):
```
55
Properties=species:S:1:pos:R:3:forces:R:3:mulliken_charge:R:1
Zr 0.029 -0.214 1.837 -1.6 0.6 -0.9 0.73
O 2.278 2.127 4.083 -0.1 -0.1 -0.1 -0.58
C 1.786 1.295 3.382 0.8 0.4 0.5 0.78
O 0.666 1.406 2.690 0.9 1.4 0.9 -0.75
C 2.493 -0.091 3.127 0.7 0.3 0.4 0.49
O 3.630 -0.284 3.446 -0.1 -0.1 0.0 -0.58
O 1.723 -0.933 2.454 1.7 -0.2 0.4 -0.65
S 5.720 0.836 -2.525 -0.1 0.0 0.2 -0.20
C 7.179 0.676 -1.654 0.0 0.0 -0.1 -0.33
C 6.960 0.521 -0.321 0.1 0.0 0.0 -0.63
C 5.585 0.531 0.011 -0.2 0.0 0.0 -0.27
C 4.771 0.698 -1.079 0.4 0.0 -0.2 0.26
C 3.315 0.737 -1.132 -0.3 0.0 -0.1 0.43
C 2.579 0.688 0.065 0.1 0.1 -0.1 0.07
N 1.262 0.668 0.116 0.0 -0.2 -0.7 0.02
C 0.565 0.734 -1.039 0.1 0.2 -0.3 -0.53
C 1.197 0.801 -2.288 -0.1 0.1 0.3 0.98
C 0.393 0.844 -3.472 -0.1 0.0 -0.1 -1.04
C -0.953 0.846 -3.398 0.1 0.0 -0.1 -1.09
C -1.624 0.795 -2.134 0.1 0.0 0.3 0.78
C -3.017 0.792 -2.009 0.0 0.0 0.2 -0.58
C -3.610 0.703 -0.761 0.3 0.0 -0.2 0.90
C -2.754 0.624 0.352 -0.1 0.1 0.0 -0.63
N -1.437 0.639 0.267 -0.2 0.2 -0.6 0.03
C -0.865 0.730 -0.958 -0.1 0.1 -0.3 0.44
C -5.059 0.676 -0.589 -0.4 0.0 0.2 0.20
C -6.025 0.639 -1.560 0.2 0.0 0.0 -0.45
C -7.340 0.619 -1.042 -0.1 0.0 0.0 -0.54
C -7.363 0.641 0.318 0.1 0.0 0.1 -0.38
S -5.791 0.687 0.982 0.0 0.0 -0.2 -0.09
C 2.594 0.794 -2.312 0.1 -0.1 0.2 -0.84
H 8.117 0.702 -2.184 0.0 0.0 0.1 0.44
H 7.749 0.401 0.406 0.0 0.0 0.0 0.40
H 5.230 0.404 1.025 0.0 0.0 0.0 0.46
H 3.110 0.678 1.005 0.0 -0.1 0.0 -0.04
H 0.897 0.866 -4.430 0.0 0.0 0.0 0.45
H -1.555 0.878 -4.298 0.0 0.0 0.0 0.44
H -3.621 0.855 -2.905 0.0 0.0 0.0 0.40
H -3.164 0.541 1.350 0.0 0.0 0.0 0.54
H -5.810 0.611 -2.618 0.0 0.0 0.0 0.34
H -8.229 0.589 -1.655 0.0 0.0 0.0 0.39
H -8.217 0.634 0.975 0.0 0.0 0.0 0.43
H 3.106 0.822 -3.266 0.0 0.0 0.0 0.46
N -0.785 -3.410 2.253 0.0 0.0 0.0 -0.17
C -1.009 -2.248 2.966 -0.4 -0.1 0.0 0.71
N -0.318 -1.804 4.026 -0.2 -0.3 0.1 -0.25
N -0.740 -0.563 4.224 -0.1 -0.2 0.6 -0.22
N -1.654 -0.248 3.332 -0.9 -0.1 0.3 -0.08
N -1.854 -1.303 2.512 -0.6 -0.5 0.4 -0.31
C -0.327 -3.155 0.952 0.0 0.2 -0.6 0.15
N -0.103 -4.039 0.012 -0.2 -0.2 0.5 -0.58
N 0.318 -3.319 -1.041 0.1 0.2 -0.2 -0.74
N 0.340 -2.068 -0.764 0.1 -0.2 0.0 -0.35
N -0.066 -1.899 0.521 0.1 -1.8 -0.9 0.90
H -0.302 -4.147 2.744 0.1 0.0 0.0 0.32
```
Positions in Å, forces in eV/Å.


2.
The following is a DFT calculation (the ωB97M-V functional and the def2-TZVPD basis) of C24H14F2N2STa as an isolated structure at a distorted geometry.

The HOMO energy (alpha / beta) comes out at -0.67501 / -0.67503 Eh. The LUMO energy (alpha / beta) comes out at -12.79 / -12.79 eV. As for the net charge: +3. As for the HOMO-LUMO gap (alpha / beta): 0.2048 / 0.2048 Eh. The molar mass comes out at 581.40 g/mol.

Structure (XYZ):
```
44
Properties=species:S:1:pos:R:3:forces:R:3:mulliken_charge:R:1
Ta -6.255 1.230 13.018 -0.6 0.3 0.1 1.29
F -10.860 -1.514 15.483 1.6 -0.5 -0.2 -0.24
C -9.514 -1.570 15.374 -1.1 1.6 0.1 0.14
C -8.866 -0.363 15.177 -0.6 1.0 -1.2 -1.00
C -7.461 -0.276 15.026 -1.4 0.1 0.3 -0.01
C -6.733 -1.470 15.220 2.7 1.6 1.4 -0.14
C -7.426 -2.620 15.572 0.6 -1.6 -0.9 0.46
F -6.857 -3.813 15.844 0.6 1.4 -0.1 -0.26
C -8.789 -2.705 15.494 -1.9 -2.1 1.1 -0.27
C -4.316 -0.375 14.726 -1.6 1.3 -1.8 0.08
C -3.540 0.276 15.790 0.4 -0.4 0.3 0.35
C -3.428 1.778 15.574 2.0 -0.5 -0.6 -1.09
C -3.561 2.334 14.380 -0.5 0.7 0.0 -0.80
C -4.174 1.579 13.319 -0.3 -0.6 -1.2 -0.26
N -4.564 0.217 13.570 0.5 -0.9 0.3 -0.34
H -9.576 0.453 15.017 0.6 0.2 0.2 0.49
H -9.333 -3.669 15.709 0.9 1.0 -0.3 0.48
H -2.669 -0.377 16.008 0.2 1.2 0.1 0.59
H -2.947 2.436 16.257 0.2 -0.1 1.2 0.50
H -3.340 3.395 14.172 0.0 -0.7 0.3 0.64
H -3.826 1.788 12.288 0.2 -0.4 0.3 0.67
S -5.708 4.938 15.341 -0.1 -0.3 0.1 -0.05
C -5.645 5.486 13.697 -2.3 -0.8 -0.1 0.85
C -5.499 6.792 13.253 0.5 -0.2 -1.1 -0.57
C -5.726 7.108 11.904 -0.2 -0.9 0.9 -0.41
C -6.224 6.107 10.959 1.1 0.5 3.9 -0.85
C -6.424 4.824 11.471 -0.1 0.7 0.1 -0.53
C -6.277 4.511 12.845 1.5 0.2 0.9 0.39
N -6.609 3.350 13.571 0.0 -0.2 -1.4 -0.54
C -6.405 3.434 14.894 0.9 0.9 -0.8 0.36
C -6.423 2.165 15.633 -1.1 -0.3 -1.8 0.90
C -5.967 2.046 16.952 -1.5 1.5 0.0 -0.60
C -5.382 0.963 17.397 1.6 -2.1 1.0 -1.05
C -4.704 -0.218 16.726 -0.3 -0.4 0.8 -0.45
C -5.224 -1.210 15.580 -1.2 -0.6 -1.3 -0.22
C -6.868 1.096 14.818 -0.4 0.4 1.3 -0.02
H -5.152 7.504 13.971 0.2 0.7 0.0 0.44
H -5.509 8.156 11.693 -0.4 -0.4 -0.7 0.42
H -6.480 6.452 9.999 -0.1 -0.2 -1.3 0.51
H -6.741 4.069 10.813 -0.7 -0.9 -0.9 0.36
H -6.136 2.912 17.589 0.2 -0.1 0.2 0.59
H -5.030 1.009 18.418 -0.2 0.0 0.3 0.46
H -4.307 -0.853 17.514 -0.1 0.1 0.1 0.76
H -4.780 -2.189 15.709 0.4 -0.2 0.6 0.99
```
Positions in Å, forces in eV/Å.


3.
The following is a DFT calculation (the ωB97M-V functional and the def2-TZVPD basis) of a 2-piece molecular cluster, C24H15F2N2O3S overall at a distorted geometry.

The HOMO energy comes out at -0.12077 Eh. The value obtained for the relative energy (zero: lowest compared OMol25 entry of this formula, charge and spin) is 30.8 kJ/mol. The LUMO energy comes out at 1.31 eV. As for the net charge: -1. As for the HOMO-LUMO gap: 0.1687 Eh. The molar mass comes out at 449.46 g/mol.

Structure (XYZ):
```
47
Properties=species:S:1:pos:R:3:forces:R:3:mulliken_charge:R:1
C -0.989 1.679 2.263 0.0 0.3 -0.1 -0.76
C -1.141 2.296 1.010 0.3 -0.5 0.2 -0.60
C -0.469 1.807 -0.110 0.3 -0.4 0.0 -0.25
C 0.404 0.673 -0.005 -0.8 0.5 1.4 0.20
C 1.245 0.153 -1.027 0.2 1.1 -2.0 0.42
C 1.497 0.903 -2.260 -0.2 -1.1 0.8 -0.02
O 1.724 0.346 -3.334 0.2 0.5 -0.3 -0.73
C 1.558 2.413 -2.172 0.4 0.1 -0.5 -0.07
C 2.156 3.032 -1.070 -0.2 0.3 0.0 0.05
C 2.206 4.428 -0.991 0.0 -0.2 -0.4 -0.61
C 1.726 5.198 -2.063 -0.1 -0.1 0.1 -0.35
C 1.172 4.572 -3.192 0.3 0.0 0.3 -0.46
C 1.123 3.178 -3.259 -0.1 0.2 0.3 -0.26
C 1.780 -1.147 -1.010 0.7 -1.8 0.1 -0.01
N 2.276 -2.214 -1.005 -0.8 1.7 0.1 -0.67
C 0.449 0.037 1.254 0.3 0.1 0.2 -0.43
C -0.164 0.556 2.387 -0.3 0.1 -0.5 -0.06
H -1.515 2.068 3.131 0.1 0.0 -0.1 0.35
H -1.780 3.174 0.913 0.1 -0.2 0.0 0.38
H -0.592 2.316 -1.072 0.0 -0.3 0.5 0.38
H 2.560 2.397 -0.276 -0.3 0.3 -0.2 0.40
H 2.618 4.902 -0.096 -0.1 -0.1 -0.4 0.35
H 1.808 6.291 -2.025 -0.2 -0.4 0.0 0.33
H 0.792 5.174 -4.020 0.2 -0.1 0.2 0.35
H 0.743 2.666 -4.148 0.1 0.1 0.4 0.38
H 1.069 -0.857 1.333 -0.4 0.7 -0.2 0.39
H -0.006 0.085 3.361 -0.2 0.0 -0.3 0.46
F 2.081 -6.079 1.562 -0.4 0.6 0.8 -0.26
C 2.155 -4.956 2.366 0.0 -0.4 -0.3 0.53
F 2.320 -5.346 3.676 0.0 0.1 -0.9 -0.24
S 3.585 -4.090 1.683 0.4 0.6 1.5 -0.06
N 3.775 -3.011 3.046 0.1 -1.2 -0.9 0.01
C 4.493 -3.285 4.256 0.3 -1.0 -0.4 0.19
O 5.164 -4.271 4.501 -0.9 1.6 -0.4 -0.61
C 4.173 -2.097 5.103 0.0 0.1 0.6 -0.07
C 3.261 -1.282 4.443 -0.3 0.4 0.6 0.55
C 2.816 -0.088 4.998 0.2 -0.1 0.0 -0.42
C 3.340 0.284 6.251 0.1 -0.4 -0.2 -0.51
C 4.204 -0.584 6.955 -0.2 -0.1 -0.4 -0.45
C 4.599 -1.811 6.390 0.0 0.3 -0.1 -0.45
C 2.803 -2.021 3.247 -2.1 -0.2 -1.2 0.50
O 1.729 -1.984 2.638 2.8 -0.1 1.9 -0.64
H 1.259 -4.314 2.304 0.2 -0.7 0.0 0.06
H 2.109 0.520 4.430 0.2 -0.1 0.3 0.48
H 3.059 1.251 6.674 0.1 -0.4 0.0 0.41
H 4.571 -0.309 7.948 -0.2 -0.1 -0.4 0.36
H 5.213 -2.545 6.914 0.0 0.4 0.0 0.45
```
Positions in Å, forces in eV/Å.


4.
The following is a DFT calculation (the ωB97M-V functional and the def2-TZVPD basis) of C24H16BrCl5HfNP as an isolated structure.

The HOMO energy comes out at -0.53968 Eh. The value obtained for the relative energy (zero: lowest compared OMol25 entry of this formula, charge and spin) is 3.9 kJ/mol. The LUMO energy comes out at -7.49 eV. As for the net charge: +2. As for the HOMO-LUMO gap: 0.2646 Eh. The molar mass comes out at 785.03 g/mol.

Structure (XYZ):
```
49
Properties=species:S:1:pos:R:3:forces:R:3:mulliken_charge:R:1
Hf -0.586 -0.100 0.344 -0.6 0.1 -0.4 0.53
Cl -1.727 0.070 2.984 0.1 0.0 -0.1 -0.12
C 0.027 0.137 3.239 -0.1 0.0 0.1 0.86
C 0.717 0.126 2.055 0.1 0.1 -0.1 -1.14
C 2.087 0.036 2.095 0.1 0.0 0.0 1.10
Cl 2.860 -0.127 0.538 0.0 0.1 0.1 -0.17
C 2.781 0.001 3.294 0.0 0.0 0.0 -0.38
Cl 4.479 -0.131 3.316 0.0 0.0 0.0 -0.12
C 2.038 0.056 4.492 0.0 0.0 0.0 0.81
Cl 2.851 0.018 5.984 0.0 0.0 0.0 -0.11
C 0.631 0.107 4.480 0.0 0.0 0.0 -0.60
Cl -0.292 0.112 5.912 0.0 0.0 0.0 -0.13
N 0.109 -0.496 -1.834 0.0 0.0 0.2 -0.30
C -0.702 -1.425 -2.656 0.1 0.1 0.0 0.70
C -0.605 -1.352 -4.032 -0.1 0.0 0.0 -0.64
C -1.365 -2.217 -4.811 0.0 0.0 0.0 -0.70
C -2.206 -3.143 -4.213 0.0 0.0 0.0 -0.79
C -2.292 -3.216 -2.830 0.0 0.0 0.0 -0.95
C -1.536 -2.356 -2.039 0.0 -0.1 0.0 -0.06
P -1.620 -2.408 -0.244 -0.1 0.1 0.0 1.54
C -0.028 -3.015 0.351 0.1 -0.1 0.0 0.32
C 0.995 -3.479 -0.488 0.0 0.1 0.0 -0.69
C 2.195 -3.893 0.061 0.0 0.0 0.0 -0.78
C 2.386 -3.853 1.440 0.0 0.0 0.0 -0.57
C 1.375 -3.407 2.281 0.0 0.0 0.0 -0.89
C 0.171 -2.983 1.740 0.0 0.0 0.0 -0.02
C -2.976 -3.395 0.338 0.0 -0.1 0.0 0.33
C -4.240 -2.812 0.449 0.0 0.0 0.0 -0.31
C -5.310 -3.593 0.852 0.0 0.0 0.0 -0.80
C -5.114 -4.937 1.148 0.0 0.0 0.0 -0.47
C -3.855 -5.512 1.043 0.0 0.0 0.0 -0.76
C -2.775 -4.744 0.635 -0.1 0.0 0.0 -0.13
H 1.091 -0.780 -1.872 0.0 0.0 0.0 0.41
H 0.069 0.422 -2.285 0.1 0.0 0.0 0.51
H 0.049 -0.626 -4.501 0.0 0.0 0.0 0.50
H -1.297 -2.160 -5.888 0.0 0.0 0.0 0.43
H -2.799 -3.810 -4.824 0.0 0.0 0.0 0.46
H -2.954 -3.935 -2.364 0.0 0.0 0.0 0.49
H 0.837 -3.538 -1.559 0.0 0.0 0.0 0.58
H 2.982 -4.264 -0.582 0.0 0.0 0.0 0.49
H 3.326 -4.186 1.859 0.0 0.0 0.0 0.48
H 1.520 -3.401 3.353 0.0 0.0 0.0 0.53
H -0.633 -2.671 2.402 0.0 0.0 0.0 0.60
H -4.391 -1.763 0.223 0.0 0.0 0.0 0.44
H -6.294 -3.154 0.942 0.0 0.0 0.0 0.43
H -5.952 -5.542 1.467 0.0 0.0 0.0 0.43
H -3.712 -6.558 1.277 0.0 0.0 0.0 0.44
H -1.792 -5.191 0.553 0.0 0.0 0.0 0.43
Br -2.173 1.637 -0.432 0.4 -0.2 0.2 -0.27
```
Positions in Å, forces in eV/Å.


- What is the molar mass in the second record?
  581.40 g/mol


- The lowest molar mass belongs to which entry?
  C24H15F2N2O3S


- Which of these has the lowest molar mass?
  C24H15F2N2O3S


Please write out number 3 again, unchanged.
The following is a DFT calculation (the ωB97M-V functional and the def2-TZVPD basis) of a 2-piece molecular cluster, C24H15F2N2O3S overall at a distorted geometry.

The HOMO energy comes out at -0.12077 Eh. The value obtained for the relative energy (zero: lowest compared OMol25 entry of this formula, charge and spin) is 30.8 kJ/mol. The LUMO energy comes out at 1.31 eV. As for the net charge: -1. As for the HOMO-LUMO gap: 0.1687 Eh. The molar mass comes out at 449.46 g/mol.

Structure (XYZ):
```
47
Properties=species:S:1:pos:R:3:forces:R:3:mulliken_charge:R:1
C -0.989 1.679 2.263 0.0 0.3 -0.1 -0.76
C -1.141 2.296 1.010 0.3 -0.5 0.2 -0.60
C -0.469 1.807 -0.110 0.3 -0.4 0.0 -0.25
C 0.404 0.673 -0.005 -0.8 0.5 1.4 0.20
C 1.245 0.153 -1.027 0.2 1.1 -2.0 0.42
C 1.497 0.903 -2.260 -0.2 -1.1 0.8 -0.02
O 1.724 0.346 -3.334 0.2 0.5 -0.3 -0.73
C 1.558 2.413 -2.172 0.4 0.1 -0.5 -0.07
C 2.156 3.032 -1.070 -0.2 0.3 0.0 0.05
C 2.206 4.428 -0.991 0.0 -0.2 -0.4 -0.61
C 1.726 5.198 -2.063 -0.1 -0.1 0.1 -0.35
C 1.172 4.572 -3.192 0.3 0.0 0.3 -0.46
C 1.123 3.178 -3.259 -0.1 0.2 0.3 -0.26
C 1.780 -1.147 -1.010 0.7 -1.8 0.1 -0.01
N 2.276 -2.214 -1.005 -0.8 1.7 0.1 -0.67
C 0.449 0.037 1.254 0.3 0.1 0.2 -0.43
C -0.164 0.556 2.387 -0.3 0.1 -0.5 -0.06
H -1.515 2.068 3.131 0.1 0.0 -0.1 0.35
H -1.780 3.174 0.913 0.1 -0.2 0.0 0.38
H -0.592 2.316 -1.072 0.0 -0.3 0.5 0.38
H 2.560 2.397 -0.276 -0.3 0.3 -0.2 0.40
H 2.618 4.902 -0.096 -0.1 -0.1 -0.4 0.35
H 1.808 6.291 -2.025 -0.2 -0.4 0.0 0.33
H 0.792 5.174 -4.020 0.2 -0.1 0.2 0.35
H 0.743 2.666 -4.148 0.1 0.1 0.4 0.38
H 1.069 -0.857 1.333 -0.4 0.7 -0.2 0.39
H -0.006 0.085 3.361 -0.2 0.0 -0.3 0.46
F 2.081 -6.079 1.562 -0.4 0.6 0.8 -0.26
C 2.155 -4.956 2.366 0.0 -0.4 -0.3 0.53
F 2.320 -5.346 3.676 0.0 0.1 -0.9 -0.24
S 3.585 -4.090 1.683 0.4 0.6 1.5 -0.06
N 3.775 -3.011 3.046 0.1 -1.2 -0.9 0.01
C 4.493 -3.285 4.256 0.3 -1.0 -0.4 0.19
O 5.164 -4.271 4.501 -0.9 1.6 -0.4 -0.61
C 4.173 -2.097 5.103 0.0 0.1 0.6 -0.07
C 3.261 -1.282 4.443 -0.3 0.4 0.6 0.55
C 2.816 -0.088 4.998 0.2 -0.1 0.0 -0.42
C 3.340 0.284 6.251 0.1 -0.4 -0.2 -0.51
C 4.204 -0.584 6.955 -0.2 -0.1 -0.4 -0.45
C 4.599 -1.811 6.390 0.0 0.3 -0.1 -0.45
C 2.803 -2.021 3.247 -2.1 -0.2 -1.2 0.50
O 1.729 -1.984 2.638 2.8 -0.1 1.9 -0.64
H 1.259 -4.314 2.304 0.2 -0.7 0.0 0.06
H 2.109 0.520 4.430 0.2 -0.1 0.3 0.48
H 3.059 1.251 6.674 0.1 -0.4 0.0 0.41
H 4.571 -0.309 7.948 -0.2 -0.1 -0.4 0.36
H 5.213 -2.545 6.914 0.0 0.4 0.0 0.45
```
Positions in Å, forces in eV/Å.